Formula: C52H71Cl8F33O22
Source: OMol25
Level of theory: the ωB97M-V functional and the def2-TZVPD basis

XYZ file:
```
186
Properties=species:S:1:pos:R:3
C 3.1793 -1.2340 3.9245
C 3.1038 -2.3119 2.8535
O 4.4312 -2.6065 2.2469
C 5.0735 -1.6536 1.5937
O 4.5528 -0.6808 1.0059
C 6.5915 -1.9380 1.6051
F 6.8779 -3.2519 1.9224
F 7.1345 -1.6494 0.4612
F 7.2885 -1.0917 2.3990
H 4.0485 -1.4790 4.5348
H 2.3717 -1.1939 4.6554
H 3.4309 -0.2113 3.6439
H 2.3202 -2.0838 2.1311
H 2.7330 -3.2747 3.2052
C 1.9580 1.5563 -0.3171
C 0.5983 1.0578 -0.9823
O 0.4008 -0.2501 -0.5001
C -0.8450 -0.6201 -0.0817
O -1.8013 0.2223 0.0198
C -1.1340 -2.0831 0.1087
F -2.4309 -2.2555 0.5283
F -0.9794 -2.9113 -0.9770
F -0.3720 -2.5349 1.0707
H 2.7852 1.0542 -0.8188
H 1.9065 1.1625 0.6979
H 1.9257 2.6381 -0.4464
H 0.5242 0.9120 -2.0600
H -0.1602 1.7750 -0.6688
C 7.2473 -0.1821 -2.8385
C 7.5377 -1.3162 -3.6824
O 8.3391 -2.2411 -3.0975
C 8.9520 -3.2235 -3.8442
O 8.8591 -3.2073 -5.0176
C 9.7939 -4.2675 -3.1479
F 9.7076 -5.5205 -3.7325
F 11.0604 -3.8884 -3.1433
F 9.3949 -4.2787 -1.9148
H 8.0446 0.5610 -2.8256
H 7.1257 -0.5476 -1.8188
H 6.3322 0.3273 -3.1404
H 7.8942 -1.0120 -4.6665
H 6.5994 -1.8185 -3.9178
C -5.4515 -1.5251 7.2674
C -5.3012 -0.0372 6.8616
O -4.9740 0.1163 5.4824
C -5.0664 1.3459 4.9104
O -5.4562 2.3737 5.4618
C -4.6535 1.4163 3.4058
F -5.6726 1.9262 2.6624
F -3.6605 2.2985 3.2729
F -4.2902 0.2427 2.9367
H -5.9419 -1.7303 8.2190
H -4.5063 -2.0674 7.2410
H -6.1775 -2.0341 6.6334
H -4.7858 0.6823 7.4978
H -6.3221 0.2853 7.0662
C -1.4033 3.9968 1.1679
C -0.9424 4.0516 2.6227
O 0.4770 4.2351 2.5544
C 1.3659 3.3841 3.2624
O 1.0656 2.3670 3.8437
C 2.8144 3.8877 3.2577
F 3.6782 2.9056 2.8839
F 3.0253 4.9307 2.4458
F 3.1672 4.2731 4.5025
H -1.2818 4.9373 0.6305
H -2.4679 3.7641 1.1483
H -0.7486 3.3090 0.6326
H -1.2685 3.1171 3.0793
H -1.4634 4.9064 3.0540
C -1.9065 -0.9343 4.6504
C -0.5941 -0.3771 5.1219
O -0.7234 -0.2558 6.5397
C -0.0997 -1.1964 7.4071
O 0.7237 -1.9990 7.0000
C -0.4516 -0.9925 8.9564
F -0.1620 0.3007 9.2838
F -1.7290 -1.2812 9.1431
F 0.2188 -1.9045 9.7083
H -2.2379 -0.8134 3.6191
H -2.7436 -0.5110 5.2056
H -1.9781 -2.0107 4.8062
H -0.4720 0.6203 4.6995
H 0.2615 -0.9980 4.8564
C 1.0075 7.6904 1.0056
C 1.3789 9.2604 1.1173
O 0.5152 9.9121 2.0773
C 0.7645 11.1935 2.6364
O 1.7022 11.9047 2.2777
C -0.2608 11.7023 3.6027
F 0.3536 12.4213 4.5369
F -1.1157 12.4985 2.9872
F -1.0048 10.6639 4.0861
H -0.0181 7.5242 0.6758
H 1.1449 7.0844 1.9011
H 1.5764 7.1919 0.2208
H 1.0919 9.6220 0.1298
H 2.4244 9.4971 1.3145
C 2.8454 -8.4059 -3.3232
C 2.0610 -7.1980 -2.6995
O 0.6583 -7.2217 -3.0020
C -0.1715 -6.4219 -2.2629
O 0.1539 -5.7606 -1.2512
C -1.6399 -6.3934 -2.8622
F -2.3033 -5.2878 -2.4174
F -1.6434 -6.3298 -4.1838
F -2.3079 -7.4034 -2.4707
H 3.8187 -8.0768 -3.6872
H 2.3438 -8.6800 -4.2514
H 3.0121 -9.2925 -2.7114
H 2.4703 -6.2186 -2.9473
H 2.1459 -7.2073 -1.6129
C -4.5100 1.2658 -3.3787
C -3.2156 0.6481 -2.7715
O -2.1419 0.5557 -3.7655
C -1.3968 1.6284 -4.0422
O -1.6493 2.8041 -3.7664
C -0.1104 1.3065 -4.9341
F 0.9830 1.8091 -4.3424
F 0.1006 0.0314 -5.0680
F -0.0575 1.8319 -6.0945
H -4.7862 0.7939 -4.3217
H -4.2608 2.2775 -3.6987
H -5.3025 1.4093 -2.6443
H -3.4029 -0.3651 -2.4157
H -2.8425 1.3386 -2.0152
C -0.3253 5.7239 -1.9636
C -0.6779 7.2197 -1.7710
O -1.3764 7.7759 -2.7631
C -1.8186 9.1205 -2.8892
O -1.6305 9.9794 -2.0102
C -2.8409 9.3267 -4.0964
F -2.8907 8.2913 -4.9510
F -4.0078 9.5596 -3.5174
F -2.6159 10.5070 -4.7585
H 0.0775 5.5566 -2.9625
H -1.1338 5.0197 -1.7671
H 0.3663 5.4589 -1.1639
H 0.2622 7.7479 -1.6114
H -1.2522 7.4948 -0.8863
C -5.5153 -9.5917 -1.8839
C -5.8726 -8.4879 -0.8741
O -4.7337 -7.7955 -0.4845
C -4.7417 -6.5316 0.0468
O -5.8239 -5.9017 0.1164
C -3.4259 -5.9977 0.6072
F -3.2509 -4.7585 0.1022
F -3.6497 -5.9820 1.9272
F -2.3572 -6.7588 0.4101
H -5.4109 -9.3222 -2.9349
H -6.2262 -10.4157 -1.8236
H -4.5486 -9.9843 -1.5685
H -6.3763 -8.9851 -0.0452
H -6.5297 -7.8528 -1.4683
Cl -6.0802 -4.3947 -3.3105
C -5.4602 -3.0063 -2.4046
C -6.2648 -2.7161 -1.1812
Cl -5.6941 -1.1418 -0.5588
H -5.6895 -2.1532 -3.0432
H -4.3983 -3.1678 -2.2191
H -6.1358 -3.5022 -0.4372
H -7.3054 -2.5720 -1.4719
Cl 4.2528 -3.9394 -1.1078
C 2.7460 -2.9876 -1.0830
C 2.3868 -2.6055 -2.4935
Cl 3.6346 -1.5522 -3.2797
H 2.8475 -2.0777 -0.4915
H 1.8843 -3.5386 -0.7062
H 1.4138 -2.1157 -2.5328
H 2.2725 -3.4906 -3.1193
Cl -1.6136 -2.6027 -4.0726
C -2.6381 -3.4174 -5.2226
C -2.9233 -2.5075 -6.4327
Cl -4.2731 -1.4053 -6.0379
H -3.4786 -3.8509 -4.6805
H -1.8996 -4.1412 -5.5674
H -3.1947 -3.1917 -7.2366
H -2.0946 -1.8747 -6.7502
Cl 6.5839 2.0185 0.9364
C 5.2110 2.2640 -0.1103
C 5.6063 3.4141 -1.1999
Cl 4.0682 3.8153 -2.0252
H 4.3287 2.4604 0.4989
H 5.0354 1.3086 -0.6046
H 6.3398 2.9448 -1.8555
H 6.1827 4.2539 -0.8117
```

Properties
HOMO = -10.507 eV
LUMO level = -0.098 eV
Orbital gap = 10.409 eV
Maximum force = 7.18 eV Å⁻¹



Formula: C52H71ClN6O5S
Source: OMol25
Level of theory: the ωB97M-V functional and the def2-TZVPD basis

XYZ file:
```
136
Properties=species:S:1:pos:R:3
C -7.4086 4.2130 -2.4508
C -7.8121 3.2316 -1.3355
C -8.3532 1.8913 -1.8654
C -7.5654 1.2812 -3.0328
C -6.0217 1.2929 -2.8543
C -5.4460 -0.1391 -2.7153
C -5.1448 -0.8408 -4.0671
C -3.6772 -1.2680 -4.2686
C -2.8705 0.0056 -4.6161
C -2.2380 0.1420 -6.0076
C -0.8057 -0.4023 -6.1717
C 0.2973 0.5410 -5.6503
C 1.6146 0.3701 -6.4340
S 1.9218 1.7688 -7.5008
O 0.8412 2.0034 -8.3825
O 2.3209 2.8694 -6.7065
Cl 3.5749 1.2298 -8.6197
C -2.0244 0.2328 -3.3667
O -1.2784 1.0877 -3.0929
O -2.3029 -0.7551 -2.4857
C -2.9541 -1.8954 -3.0738
C -3.8748 -2.7466 -2.1643
C -3.8946 -2.3327 -0.6683
C -1.7630 -2.8157 -3.4310
C -0.8660 -3.1702 -2.2201
C 0.3158 -2.1899 -1.9842
C 0.1348 -1.2501 -0.7921
O -0.5351 -1.8448 0.3059
C -1.1307 -0.9002 1.1643
H -7.3993 5.2119 -2.0092
H -6.3832 4.0214 -2.7652
H -8.1066 4.2153 -3.2868
H -8.6352 3.7049 -0.7945
H -6.9913 3.0637 -0.6375
H -8.5018 1.1899 -1.0422
H -9.3625 2.0982 -2.2417
H -7.8664 0.2326 -3.1056
H -7.7959 1.7547 -3.9865
H -5.7017 1.8361 -1.9629
H -5.5645 1.8238 -3.6942
H -4.5919 -0.0859 -2.0385
H -6.2063 -0.7225 -2.1908
H -5.4785 -0.1970 -4.8838
H -5.7895 -1.7230 -4.1162
H -3.7181 -1.8882 -5.1724
H -3.6051 0.8180 -4.6115
H -2.8462 -0.3569 -6.7647
H -2.2014 1.1867 -6.3201
H -0.6332 -0.4899 -7.2506
H -0.6589 -1.4036 -5.7641
H -0.0390 1.5763 -5.6007
H 0.5466 0.2633 -4.6270
H 1.5531 -0.5677 -6.9863
H 2.4821 0.2917 -5.7820
H -4.8948 -2.8139 -2.5359
H -3.4993 -3.7656 -2.2012
H -4.9261 -2.2371 -0.3246
H -3.3921 -1.3907 -0.4626
H -3.4222 -3.1112 -0.0715
H -2.0960 -3.7472 -3.8940
H -1.1135 -2.3351 -4.1706
H -0.4007 -4.1248 -2.4834
H -1.4337 -3.3643 -1.3131
H 1.2731 -2.7083 -1.9857
H 0.3472 -1.5446 -2.8687
H -0.3446 -0.3289 -1.1186
H 1.1447 -0.9761 -0.4402
H -0.6187 -0.9076 2.1371
H -2.1813 -1.1148 1.3696
H -1.0717 0.1296 0.8010
C 2.6607 -2.8852 1.8388
C 3.7266 -2.7104 2.7057
C 4.9315 -3.3278 2.4008
N 5.1227 -4.0839 1.3185
C 4.0837 -4.2409 0.4972
C 2.8404 -3.6663 0.7089
H 1.7019 -2.4206 2.0374
H 3.6308 -2.1087 3.6002
H 5.7923 -3.2162 3.0484
H 4.2679 -4.8624 -0.3732
H 2.0320 -3.8260 0.0077
C -3.7755 2.9989 3.8671
C -4.5332 1.8665 4.1138
C -4.6228 0.9082 3.1180
N -4.0231 1.0133 1.9299
C -3.3003 2.1117 1.7127
C -3.1434 3.1291 2.6428
H -3.6791 3.7699 4.6204
H -5.0417 1.7294 5.0571
H -5.2023 0.0032 3.2680
H -2.8256 2.1715 0.7381
H -2.5421 3.9980 2.4118
C -2.8911 2.4152 9.7383
C -1.8787 1.8004 9.0212
C -2.0036 1.7233 7.6425
N -3.0452 2.2040 6.9638
C -4.0093 2.7903 7.6739
C -3.9820 2.9234 9.0531
H -2.8312 2.4971 10.8164
H -1.0104 1.3896 9.5180
H -1.2334 1.2532 7.0403
H -4.8471 3.1713 7.0968
H -4.7938 3.4114 9.5752
C 6.4673 3.3506 -7.5150
C 6.3483 4.3784 -6.5948
C 7.4889 5.0902 -6.2550
N 8.6966 4.8407 -6.7607
C 8.7907 3.8470 -7.6431
C 7.7138 3.0762 -8.0538
H 5.5997 2.7726 -7.8066
H 5.3928 4.6231 -6.1506
H 7.4429 5.9055 -5.5409
H 9.7859 3.6659 -8.0358
H 7.8494 2.2822 -8.7761
C 5.9575 -5.9227 6.9520
C 6.9518 -4.9648 7.0417
C 6.7811 -3.7724 6.3541
N 5.7140 -3.4919 5.6043
C 4.7665 -4.4322 5.5301
C 4.8393 -5.6535 6.1817
H 6.0522 -6.8665 7.4749
H 7.8421 -5.1353 7.6320
H 7.5344 -2.9918 6.3977
H 3.9114 -4.1833 4.9133
H 4.0392 -6.3751 6.0856
C 8.8450 1.4776 8.5598
C 8.0626 0.3711 8.8458
C 7.9090 -0.5942 7.8627
N 8.4680 -0.5191 6.6566
C 9.2157 0.5531 6.3992
C 9.4366 1.5741 7.3108
H 8.9917 2.2545 9.2999
H 7.5822 0.2578 9.8082
H 7.3079 -1.4797 8.0415
H 9.6557 0.5872 5.4083
H 10.0551 2.4215 7.0481
```

Properties
HOMO = -9.284 eV
LUMO level = 0.257 eV
Orbital gap = 9.542 eV
Maximum force = 3.28 eV Å⁻¹



Formula: C52H74BIrN9S
Source: OMol25
Level of theory: the ωB97M-V functional and the def2-TZVPD basis

XYZ file:
```
138
Properties=species:S:1:pos:R:3
Ir 0.6772 0.4398 -0.0259
C 1.8910 -1.3577 -4.1912
C 1.8420 -1.8752 -2.7526
C 2.3942 -3.3062 -2.6856
C 0.4516 -1.8529 -2.1942
C -0.5492 -2.7155 -2.6251
C -1.5971 -2.5852 -1.7365
C -2.8063 -3.4768 -1.7093
C -3.4860 -3.5282 -3.0805
C -2.3453 -4.8870 -1.3000
N -1.2584 -1.6407 -0.8453
N -0.0078 -1.1817 -1.1169
B -1.8589 -1.4403 0.5530
N -2.2351 -0.0013 0.9071
N -1.3041 0.9860 1.0927
C -1.9270 2.0080 1.7370
C -3.2529 1.6379 1.9368
C -3.4276 0.3861 1.3901
C -4.7992 -0.2476 1.3362
C -5.1744 -0.8102 2.7167
C -5.0843 -1.2500 0.2128
C -1.5831 3.4526 2.1120
C -0.2372 3.8204 2.7313
C -1.9134 4.3643 0.9186
N -0.7852 -1.9221 1.5404
N 0.4408 -1.3096 1.5775
C 1.2327 -2.0444 2.3985
C 0.4906 -3.1199 2.8628
C -0.7800 -3.0122 2.3294
C -1.8745 -3.9601 2.7837
C -2.1879 -3.6480 4.2603
C -3.1875 -4.0817 2.0161
C 2.6396 -1.8023 2.8896
C 2.6699 -1.7818 4.4255
C 3.5814 -2.8992 2.3698
H 2.9197 -1.3815 -4.5580
H 1.5247 -0.3346 -4.2444
H 1.2824 -1.9817 -4.8507
H 2.4736 -1.2608 -2.1414
H 1.8764 -3.9591 -3.3908
H 3.4541 -3.3010 -2.9497
H 2.2905 -3.7251 -1.6823
H -0.4937 -3.3927 -3.4640
H -3.5283 -3.1049 -0.9828
H -2.8135 -3.9378 -3.8373
H -4.3642 -4.1730 -3.0314
H -3.8013 -2.5329 -3.4003
H -1.7968 -5.3560 -2.1205
H -1.6836 -4.8563 -0.4317
H -3.2054 -5.5176 -1.0666
H -2.8217 -2.1108 0.6413
H -4.0113 2.2434 2.4124
H -5.4566 0.6045 1.1641
H -4.4148 -1.5055 3.0761
H -5.2682 -0.0094 3.4527
H -6.1310 -1.3338 2.6633
H -4.8188 -2.2682 0.4989
H -6.1530 -1.2438 -0.0054
H -4.5472 -0.9926 -0.7066
H -2.3172 3.6874 2.8804
H 0.6070 3.5614 2.1041
H -0.2213 4.8997 2.9019
H -0.1165 3.3458 3.7018
H -1.7781 5.4104 1.2043
H -2.9517 4.2366 0.6119
H -1.2743 4.1455 0.0617
H 0.8399 -3.8987 3.5244
H -1.3985 -4.9431 2.7560
H -2.5984 -2.6384 4.3566
H -2.9270 -4.3568 4.6375
H -1.2993 -3.7167 4.8871
H -3.7998 -3.1895 2.1297
H -3.0365 -4.2772 0.9563
H -3.7506 -4.9172 2.4341
H 3.0060 -0.8436 2.5478
H 2.5112 -2.7824 4.8325
H 3.6462 -1.4318 4.7673
H 1.9032 -1.1257 4.8408
H 3.2565 -3.8825 2.7146
H 3.6098 -2.9171 1.2793
H 4.5950 -2.7258 2.7397
C 0.6390 2.0585 -4.6249
C -0.4782 1.2650 -3.9974
C -1.1618 0.3986 -4.8441
C -2.3404 -0.2101 -4.4777
C -2.9365 0.1784 -3.2885
C -2.2843 1.0302 -2.4165
C -3.0719 1.7115 -1.3334
C -0.9470 1.4222 -2.6759
N -0.1391 1.8613 -1.5674
C 0.3008 3.0227 -1.3248
C -0.1187 4.1817 -2.1739
C 1.1528 3.2679 -0.1377
C 1.4474 4.6830 0.2519
N 1.5397 2.2664 0.5630
C 2.6224 2.3920 1.4993
C 2.5122 1.8900 2.8189
C 1.2662 1.2799 3.4000
C 3.5899 2.0108 3.6820
C 4.7663 2.6261 3.2970
C 4.8652 3.1282 2.0172
C 3.8230 3.0306 1.1062
C 4.0916 3.6270 -0.2553
H 0.2715 2.4566 -5.5713
H 1.5070 1.4480 -4.8694
H 0.9460 2.9058 -4.0164
H -0.7538 0.2267 -5.8353
H -2.8448 -0.8797 -5.1625
H -3.9436 -0.1442 -3.0477
H -3.9120 1.1032 -1.0038
H -3.4849 2.6376 -1.7489
H -2.4541 1.9894 -0.4883
H -0.8235 3.8596 -2.9374
H 0.7457 4.6490 -2.6535
H -0.5976 4.9520 -1.5665
H 0.5167 5.1919 0.5165
H 1.8995 5.2455 -0.5676
H 2.1088 4.7270 1.1087
H 0.3833 1.4580 2.8118
H 1.1110 1.6738 4.4050
H 1.3704 0.2076 3.4983
H 3.4822 1.6256 4.6905
H 5.5909 2.7311 3.9900
H 5.7796 3.6216 1.7027
H 5.0113 3.2060 -0.6624
H 4.2483 4.7048 -0.1603
H 3.2967 3.4651 -0.9729
S 2.9590 -0.5066 0.2501
C 3.7664 0.2581 -1.0893
C 5.1215 0.0419 -1.3223
C 5.6921 0.5935 -2.4526
C 4.9094 1.3836 -3.2771
C 3.5836 1.5680 -2.9429
N 3.0000 0.9892 -1.8877
H 5.6946 -0.5582 -0.6235
H 6.7346 0.4107 -2.6821
H 5.3146 1.8609 -4.1600
H 2.9646 2.2085 -3.5389
```

Properties
HOMO (spin up / spin down) = -13.249 / -13.238 eV
Relative energy (zero: lowest compared OMol25 entry of this formula, charge and spin) = 299.6 kJ/mol
LUMO level (spin up / spin down) = -6.378 / -8.237 eV
Charge = +2
Expectation value of S² = 0.767
Multiplicity = 2
Orbital gap (spin up / spin down) = 6.871 / 5.001 eV
Maximum force = 3.59 eV Å⁻¹